# C4H6NS

An isolated ion of composition C4H6NS and charge +1 (ωB97M-V/def2-TZVPD, the OMol25 dataset).

Each atom is followed by the atoms it is bonded to, with distances in Å.
Element x y z (Å)
1 C -2.165 0.124 1.135  C3 1.206, H7 1.074
2 C 1.128 -0.456 0.335  N5 1.323, S6 1.721, H8 1.081
3 C -1.117 -0.120 0.590  C1 1.206, N5 1.323
4 C -0.147 0.579 -1.467  N5 1.453, H9 1.052, H10 1.199, H11 1.143
5 N -0.022 -0.014 -0.146  C2 1.323, C3 1.323, C4 1.453
6 S 1.284 -1.018 1.954  C2 1.721, H12 1.385
7 H -3.134 0.312 1.560  C1 1.074
8 H 1.905 -0.754 -0.355  C2 1.081
9 H -1.106 1.005 -1.554  C4 1.052
10 H 0.187 -0.254 -2.262  C4 1.199
11 H 0.552 1.484 -1.467  C4 1.143
12 H 2.635 -0.888 1.677  S6 1.385

## Properties
charge = +1
Kohn-Sham gap = 8.74 eV
energy = -16560.0792 eV
ΔE to the lowest compared entry with this formula, charge and spin = 240.48 kJ/mol